# 1
Formula: C39H43AsNP2RuS2
Source: the Open Molecules 2025 dataset
Level of theory: the ωB97M-V functional and the def2-TZVPD basis

Structure (XYZ):
```
89
Properties=species:S:1:pos:R:3:forces:R:3:mulliken_charge:R:1
Ru 0.8177 -0.6421 -0.8168 1.157 0.510 -0.550 0.902
C -2.0204 -0.0941 1.0418 0.184 0.133 -0.224 -1.419
C -1.8111 1.1274 0.1400 0.428 0.122 0.026 -0.392
P -0.4680 2.1979 0.8910 -0.673 0.132 -0.147 1.428
C 0.0015 3.3813 -0.4001 0.379 0.302 0.290 -0.155
C 0.1988 4.7020 -0.0591 -0.404 -0.471 -0.024 -0.962
C 0.9285 5.5867 -0.8437 0.082 0.286 -0.016 -0.894
C 1.5650 5.1419 -2.0226 0.085 -0.175 -0.241 -0.635
C 1.4478 3.8647 -2.4386 0.131 0.216 0.043 -0.978
C 0.6585 2.8553 -1.6557 0.694 -0.131 0.452 2.581
C -1.5518 3.2422 1.9322 0.165 -0.149 -0.015 0.191
C -1.3342 3.2892 3.3032 0.044 -0.038 -0.131 -0.603
C -2.1768 4.0275 4.1189 -0.061 0.070 0.126 -0.632
C -3.2294 4.7355 3.5653 0.050 -0.027 0.090 -0.511
C -3.4372 4.7113 2.1937 -0.082 0.042 -0.094 -0.849
C -2.6074 3.9658 1.3781 -0.036 0.003 0.120 -0.097
P -0.5223 -1.1789 1.0936 -0.555 0.212 1.109 1.390
C 0.4860 -0.7966 2.5722 0.075 0.018 -0.135 1.154
C 1.7673 -1.3532 2.5888 -0.094 -0.089 -0.002 -0.836
C 2.6161 -1.1454 3.6583 0.010 -0.044 0.018 -1.020
C 2.2036 -0.3418 4.7093 -0.024 -0.021 0.029 -0.940
C 0.9398 0.2250 4.6944 0.052 0.028 0.101 -0.528
C 0.0733 -0.0152 3.6396 -0.071 -0.169 -0.077 -1.045
C -1.1955 -2.7730 1.7229 0.049 -0.168 -0.449 1.007
C -2.5592 -3.0209 1.8529 0.054 0.098 -0.101 -0.390
C -3.0084 -4.1243 2.5600 -0.081 -0.068 0.084 -0.813
C -2.1088 -5.0019 3.1382 -0.040 0.011 -0.056 -0.559
C -0.7505 -4.8125 2.9386 0.050 -0.013 0.008 -0.903
C -0.2988 -3.7163 2.2277 -0.020 -0.006 -0.097 -0.430
H -2.8337 -0.6954 0.6274 0.088 0.028 0.113 0.302
H -2.3032 0.2150 2.0515 -0.072 -0.148 -0.019 0.737
H -2.7412 1.6931 0.0404 0.087 -0.095 -0.113 0.895
H -1.4829 0.7978 -0.8561 -0.223 0.116 0.194 -0.440
H -0.2395 5.0640 0.8599 0.044 0.054 0.070 0.391
H 1.0252 6.6160 -0.5396 0.015 0.099 0.041 0.440
H 2.1563 5.8413 -2.5944 0.037 0.024 -0.099 0.421
H 1.9125 3.5042 -3.3446 0.068 0.042 -0.058 0.527
H 1.3493 2.0226 -1.3672 -0.145 0.418 -0.094 -1.011
H -0.4955 2.7506 3.7221 0.049 -0.018 0.072 0.436
H -2.0078 4.0506 5.1852 0.009 0.027 0.088 0.435
H -3.8859 5.3122 4.1990 -0.049 0.051 0.057 0.411
H -4.2489 5.2777 1.7610 -0.060 0.035 -0.028 0.421
H -2.7677 3.9642 0.3077 -0.012 -0.015 -0.052 0.356
H 2.1109 -1.9405 1.7396 0.005 0.048 0.169 0.597
H 3.6005 -1.5924 3.6608 0.034 -0.007 0.012 0.496
H 2.8652 -0.1690 5.5430 0.072 0.071 0.097 0.408
H 0.6288 0.8594 5.5113 -0.066 0.016 0.087 0.516
H -0.9223 0.4030 3.6654 -0.057 0.081 -0.016 0.647
H -3.2961 -2.3631 1.4196 -0.038 0.072 0.064 0.355
H -4.0711 -4.2781 2.6764 -0.065 -0.029 0.008 0.440
H -2.4624 -5.8288 3.7351 -0.026 -0.098 -0.007 0.411
H -0.0372 -5.5063 3.3582 0.049 -0.064 -0.001 0.454
H 0.7637 -3.5867 2.0872 0.027 -0.009 0.082 0.414
S 2.3637 0.5159 0.4427 0.058 -0.265 -0.153 -0.306
C 3.8974 0.3234 -0.3518 -0.370 -0.172 -0.224 0.385
C 5.0657 0.7661 0.2619 0.203 0.110 -0.037 -0.817
C 6.2679 0.6426 -0.4044 -0.034 0.099 0.189 -0.687
C 6.3177 0.0701 -1.6714 -0.067 -0.040 -0.105 -0.578
C 5.1695 -0.4083 -2.2714 0.036 0.103 0.026 -0.772
C 3.9502 -0.2745 -1.6166 -0.025 0.048 0.158 0.643
S 2.4864 -0.8243 -2.3802 -0.365 0.093 0.059 -0.432
H 5.0065 1.2132 1.2431 0.056 0.063 0.082 0.535
H 7.1737 1.0021 0.0552 0.123 0.043 0.076 0.405
H 7.2563 0.0113 -2.1986 0.138 -0.081 -0.013 0.396
H 5.2022 -0.8737 -3.2447 0.020 -0.012 -0.109 0.512
N -0.9503 1.6506 -3.2917 -0.094 -0.025 -0.134 -0.495
C -0.2642 2.2015 -2.5552 -0.561 -0.281 -0.485 -0.344
C 0.5583 -3.7963 -1.7185 0.003 0.138 0.135 -1.036
C -0.8456 -3.3047 -2.0543 0.064 -0.030 0.014 -0.744
As -0.7486 -1.4112 -2.5812 -0.941 -0.968 -0.729 0.252
C -2.6808 -0.9596 -2.7772 0.178 0.163 0.086 -0.449
C -3.5486 -2.0457 -3.4082 0.330 -0.028 0.100 -1.215
C 0.0104 -1.4884 -4.4065 0.123 0.119 0.061 -0.385
C -0.6059 -2.4497 -5.4177 -0.134 0.096 0.289 -1.322
H 0.5353 -4.7869 -1.2670 0.012 -0.050 0.007 0.391
H 1.0518 -3.1096 -0.9971 -0.078 -0.407 -0.247 -0.050
H 1.1763 -3.8370 -2.6179 0.108 0.031 0.130 0.410
H -1.4884 -3.3634 -1.1665 0.008 0.057 -0.185 0.424
H -1.2900 -3.9178 -2.8432 -0.034 0.135 0.103 0.680
H -2.7377 -0.0386 -3.3627 0.144 -0.086 0.192 0.514
H -3.0585 -0.7429 -1.7709 0.178 0.085 -0.098 0.177
H -3.2034 -2.2885 -4.4103 -0.094 -0.093 0.003 0.165
H -4.5753 -1.6869 -3.4821 -0.008 -0.030 0.014 0.444
H -3.5423 -2.9535 -2.8041 -0.080 -0.035 -0.086 0.287
H 1.0602 -1.7586 -4.2593 -0.158 0.115 0.034 0.406
H -0.0083 -0.4662 -4.7962 0.028 -0.064 0.197 0.476
H -0.6839 -3.4597 -5.0133 -0.060 -0.020 -0.100 0.280
H 0.0311 -2.4887 -6.3013 -0.006 -0.024 -0.002 0.428
H -1.5899 -2.1107 -5.7345 -0.022 -0.099 -0.052 0.300
```
Positions in Å, forces in eV/Å.

Calculated values
charge = +1
2S+1 = 5
E = -146292.76098 eV
LUMO energy (alpha / beta) = -2.80 / -4.76 eV
orbital gap (alpha / beta) = 6.6334 / 5.9829 eV
E_HOMO (alpha / beta) = -9.4 / -10.7 eV



# 2
Formula: C39H43BeClP2Si2
Source: the Open Molecules 2025 dataset
Level of theory: the ωB97M-V functional and the def2-TZVPD basis

Structure (XYZ):
```
88
Properties=species:S:1:pos:R:3:forces:R:3:mulliken_charge:R:1
C -2.0730 -1.0423 3.1686 -0.326 -0.244 0.110 -0.180
C -2.7318 -0.6296 1.9753 -0.198 -0.315 0.033 -0.818
C -2.9815 -1.8009 1.1986 -0.498 -0.144 0.030 -0.276
H -3.0880 0.3764 1.7512 0.265 -0.414 -0.038 0.574
C -2.3838 -2.9163 1.8599 -0.494 0.123 0.131 -1.003
C -1.8845 -2.4448 3.1065 -0.357 0.268 0.025 -0.171
H -1.5133 -3.0740 3.9081 0.205 0.289 -0.413 0.786
H -1.8221 -0.3959 4.0069 0.273 -0.200 -0.322 0.696
H -3.6319 -1.8542 0.3255 0.655 0.078 0.226 0.797
H -2.3605 -3.9509 1.5104 -0.062 0.547 0.134 0.479
Be -1.1130 -1.5529 1.4640 0.815 -0.039 0.355 0.184
Si 1.8938 1.5056 -1.2315 -2.220 -1.452 0.531 0.564
C 0.6696 2.9291 -1.1883 0.405 0.374 0.301 0.773
C 1.0846 4.1083 -1.8296 -0.474 0.012 -0.158 -0.778
H 2.1305 4.2168 -2.1271 -0.321 -0.026 -0.037 0.377
C 0.1707 5.1238 -2.1148 -0.128 0.050 0.097 -0.671
H 0.5162 6.0447 -2.5872 -0.149 -0.276 0.017 0.371
C -1.1833 4.9618 -1.7947 0.273 -0.053 0.135 -0.630
H -1.9151 5.7200 -2.0844 0.256 -0.250 0.092 0.413
C -1.5793 3.8499 -1.0470 0.275 0.028 0.241 -0.819
H -2.6208 3.7290 -0.7391 0.303 0.121 -0.058 0.425
C -0.6356 2.8857 -0.6704 -0.222 0.254 -0.410 0.090
H -0.9442 2.0830 0.0018 0.097 0.096 -0.371 0.590
C 0.8342 -0.1319 -1.2045 1.999 1.286 0.324 0.567
C -0.5862 -0.2468 -1.1812 -0.734 1.896 1.340 0.268
H -1.2128 0.6351 -1.2190 0.127 -0.255 -0.377 0.745
C -1.3009 -1.5158 -1.1738 -2.210 -0.744 -2.465 -1.207
H -2.3929 -1.5634 -1.2645 0.680 0.226 0.813 0.652
C -0.5121 -2.7117 -0.9298 -0.311 -1.599 2.899 -0.884
H -1.0161 -3.6667 -0.7780 0.196 0.250 -0.222 0.302
C 0.8576 -2.5584 -0.7531 0.925 -0.043 0.363 -1.129
H 1.4685 -3.3890 -0.3792 -0.273 0.120 -0.496 0.409
C 1.5064 -1.3523 -1.0266 1.999 -0.449 0.286 -1.048
H 2.5997 -1.3458 -0.9871 -0.291 -0.053 0.027 0.377
H 0.4072 1.1092 1.8047 -0.010 0.110 0.284 -0.641
Si -0.6012 -1.4655 -2.8277 -1.358 1.413 -3.618 0.178
C 0.0418 -2.7297 -4.0957 0.928 -0.107 0.516 0.638
C -0.5261 -2.6768 -5.3836 0.163 -0.110 0.081 -0.584
H -1.3160 -1.9451 -5.5820 0.392 -0.179 -0.105 0.305
C -0.0996 -3.5617 -6.3846 0.006 -0.122 0.226 -0.518
H -0.5093 -3.4757 -7.3920 0.030 -0.037 0.295 0.378
C 0.8414 -4.5659 -6.1025 -0.090 0.339 0.268 -0.448
H 1.1680 -5.2749 -6.8750 -0.237 0.390 0.334 0.352
C 1.3767 -4.6477 -4.8126 -0.110 0.141 -0.010 -0.663
H 2.0852 -5.4431 -4.5670 -0.163 0.318 -0.088 0.382
C 1.0131 -3.7129 -3.8335 -0.226 -0.218 -0.271 -0.250
H 1.4639 -3.7635 -2.8437 -0.059 0.027 -0.259 0.325
C -0.9828 0.1452 -3.8711 0.299 -0.866 0.304 0.182
C -2.2540 0.7185 -3.9878 0.070 0.458 -0.175 -0.391
H -3.1280 0.1689 -3.6395 0.111 0.132 0.001 0.331
C -2.4174 1.9911 -4.5560 0.102 -0.337 0.060 -0.556
H -3.4159 2.4197 -4.6525 0.236 -0.106 0.030 0.402
C -1.3054 2.7054 -5.0068 0.139 -0.091 0.098 -0.468
H -1.4225 3.6985 -5.4441 0.004 -0.264 0.172 0.392
C -0.0352 2.1338 -4.9093 -0.013 -0.346 0.029 -0.569
H 0.8496 2.6811 -5.2354 -0.252 -0.083 -0.034 0.396
C 0.1188 0.8433 -4.3829 -0.123 0.452 -0.096 -0.259
H 1.1103 0.3806 -4.3625 -0.230 0.209 0.055 0.378
H 2.9709 1.9560 -2.1125 -0.002 -0.297 -0.621 -0.368
Cl 3.0857 1.4094 0.4830 0.240 -0.038 0.328 -0.397
C 3.0444 -1.2616 2.6099 0.176 0.015 -0.489 -1.211
P 1.2394 -1.3693 2.9277 -0.326 0.345 0.950 1.850
C 1.1575 -3.0903 3.5446 -0.006 -0.477 -0.147 -1.895
C 1.0593 -0.4104 4.5061 0.194 -1.478 -0.307 0.300
C 1.2328 -1.0232 5.7534 -0.287 0.414 -0.669 -0.738
C 1.0522 -0.3064 6.9400 0.269 -0.867 0.582 -1.027
C 0.7528 1.0565 6.8922 -0.388 1.351 -1.008 -0.653
C 0.5784 1.6934 5.6612 0.046 0.393 2.204 -1.204
C 0.7079 0.9810 4.4605 -0.490 0.878 -2.888 0.252
P 0.3639 1.9308 2.9509 0.770 -1.936 1.731 1.681
C -1.2533 2.7032 3.0087 -0.507 0.528 -0.289 -1.217
C 1.5261 3.2711 2.6818 0.121 0.630 -0.172 -1.224
H 3.2052 -1.5238 1.5553 0.183 0.124 0.247 0.287
H 3.5853 -1.9671 3.2559 -0.175 0.263 -0.112 0.480
H 3.4138 -0.2443 2.7913 -0.170 -0.290 -0.123 0.325
H 2.1346 -3.4077 3.9326 -0.321 0.009 -0.076 0.543
H 0.3999 -3.1961 4.3290 0.348 0.002 -0.274 0.367
H 0.8759 -3.7217 2.6899 0.147 -0.040 0.286 0.252
H 1.5024 -2.0774 5.8290 -0.084 0.288 -0.131 0.317
H 1.1479 -0.8141 7.9024 0.052 0.169 -0.333 0.359
H 0.6503 1.6269 7.8176 -0.005 -0.117 -0.309 0.382
H 0.3400 2.7621 5.6381 0.077 -0.292 0.124 0.234
H -1.2893 3.3834 3.8708 -0.057 -0.233 -0.186 0.487
H -1.4223 3.2856 2.0933 0.054 0.011 0.174 0.345
H -2.0471 1.9536 3.0881 0.264 0.121 0.133 0.266
H 1.2737 4.0823 3.3778 0.167 -0.119 -0.133 0.456
H 2.5514 2.9261 2.8511 -0.333 0.049 0.037 0.331
H 1.4488 3.6328 1.6477 -0.047 0.013 0.232 0.299
```
Positions in Å, forces in eV/Å.

Calculated values
charge = 0
2S+1 = 1
E = -88390.73413 eV
LUMO energy (alpha / beta) = 0.16 / 0.21 eV
orbital gap (alpha / beta) = 4.6422 / 4.3848 eV
E_HOMO (alpha / beta) = -4.5 / -4.2 eV



# 3
Formula: C39H43Cl8N7
Source: the Open Molecules 2025 dataset
Level of theory: the ωB97M-V functional and the def2-TZVPD basis

Structure (XYZ):
```
97
Properties=species:S:1:pos:R:3:forces:R:3:mulliken_charge:R:1
N 5.7123 -0.9955 -1.9141 -0.030 -0.127 -0.845 -0.436
C 4.7502 -0.5370 -1.1292 0.129 0.676 1.097 -0.402
C 5.0057 0.0020 0.1348 -0.051 -0.737 -0.402 0.144
C 6.3082 -0.0356 0.6035 -0.321 0.161 0.726 -0.774
C 7.3113 -0.5410 -0.1917 -0.045 -0.067 -0.760 -0.369
C 6.9678 -0.9650 -1.4812 0.096 0.324 0.880 -0.502
H 3.7145 -0.5244 -1.4533 0.131 -0.334 -0.441 0.853
H 4.1740 0.3213 0.7479 0.116 0.230 0.044 0.215
H 6.5173 0.3095 1.6102 0.075 0.029 -0.050 0.450
H 8.3343 -0.5937 0.1534 0.027 0.052 -0.045 0.409
H 7.7612 -1.2518 -2.1588 -0.152 -0.280 -0.178 0.384
N -4.3379 1.8720 -3.7107 0.418 0.484 0.408 -0.431
C -3.3876 2.1047 -2.7883 -0.721 -0.429 -0.337 -0.678
C -3.5708 2.9921 -1.7514 0.453 0.705 0.071 0.759
C -4.6703 3.8304 -1.7726 -0.373 0.372 -0.131 -0.415
C -5.6492 3.6433 -2.7314 -0.017 -0.383 -0.627 -0.474
C -5.4436 2.6304 -3.6622 0.509 -1.102 -0.005 -0.348
H -2.4653 1.5474 -2.8955 -0.028 -0.137 0.101 0.566
H -2.8025 3.1461 -1.0089 0.044 -0.112 -0.050 -0.190
H -4.7479 4.6918 -1.1203 0.042 -0.269 0.344 0.391
H -6.5353 4.2576 -2.8059 0.029 0.082 0.131 0.417
H -6.1417 2.2817 -4.4149 -0.467 0.682 0.083 0.387
N -2.5685 -3.9242 -0.5043 -0.220 -0.051 0.246 -0.059
C -3.7742 -4.4951 -0.5855 0.116 0.274 -0.231 -0.685
C -4.7818 -4.2674 0.3263 -0.144 0.305 0.028 -0.252
C -4.5338 -3.3891 1.3633 -0.231 0.190 0.740 -0.618
C -3.2551 -2.8935 1.5695 0.073 0.137 -1.133 -0.265
C -2.3216 -3.1510 0.5616 0.104 -1.061 0.460 0.226
H -3.9914 -5.1199 -1.4450 0.311 -0.077 -0.058 0.394
H -5.7602 -4.7115 0.2038 0.015 -0.009 -0.063 0.380
H -5.3514 -3.0884 2.0095 0.103 -0.179 0.181 0.387
H -2.9781 -2.2588 2.3992 -0.173 0.019 0.077 0.369
H -1.2828 -2.8763 0.7070 -0.009 0.453 -0.232 0.043
N 0.7009 -1.8565 1.8980 -0.432 -0.367 0.293 0.482
C 1.9393 -1.8757 1.4442 0.947 0.248 -0.488 -0.240
C 3.0134 -2.5467 2.0315 -0.618 -0.463 0.572 -1.005
C 2.7235 -3.2830 3.1652 -0.271 -0.058 0.368 -0.559
C 1.4163 -3.2970 3.6567 -0.033 -0.445 -0.115 -0.842
C 0.4350 -2.5968 2.9933 0.383 0.178 -0.844 -0.058
H 2.1458 -1.3581 0.5090 -0.250 0.198 0.046 0.741
H 4.0056 -2.5786 1.6070 -0.029 0.248 -0.194 0.577
H 3.4602 -3.8941 3.6713 0.161 0.105 -0.100 0.404
H 1.1201 -3.9575 4.4616 0.191 0.128 0.155 0.429
H -0.6107 -2.7229 3.2442 -0.037 0.276 0.251 0.142
N 1.5327 -4.0672 -1.0854 0.825 -0.344 -0.084 -0.485
C 0.4850 -3.8678 -1.8830 0.514 0.218 0.480 -0.514
C 0.6118 -3.2177 -3.1124 -0.741 -0.061 0.410 -0.302
C 1.8552 -2.8010 -3.5103 0.462 -0.437 -0.578 -0.355
C 2.9690 -3.0948 -2.7310 0.168 -0.114 -0.079 -0.395
C 2.7672 -3.7419 -1.5242 -1.137 0.521 0.142 -0.355
H -0.4390 -4.2071 -1.4274 -0.301 0.183 -0.556 0.704
H -0.2520 -2.9982 -3.7283 -0.062 -0.186 0.066 0.421
H 1.9570 -2.3781 -4.5029 0.163 0.294 0.152 0.408
H 3.9677 -2.8457 -3.0671 -0.007 0.100 0.086 0.504
H 3.5720 -3.9272 -0.8265 0.173 -0.130 -0.064 0.467
N -2.6318 2.3064 4.7091 0.377 0.002 -0.424 -0.611
C -1.9084 1.3035 4.1759 -0.746 0.091 1.038 -0.609
C -2.3092 0.5964 3.0664 0.273 0.084 -0.563 0.186
C -3.4768 0.9748 2.4005 1.009 -0.368 0.275 -0.195
C -4.1531 2.0774 2.8675 -0.331 0.086 -0.156 -0.488
C -3.6935 2.7129 4.0297 -0.278 -0.364 -0.220 -0.339
H -1.0796 0.9931 4.7994 0.307 -0.010 -0.290 0.444
H -1.6724 -0.1705 2.6388 -0.055 -0.151 0.219 0.319
H -3.7430 0.3696 1.5415 -0.410 0.344 -0.113 0.509
H -5.0264 2.4102 2.3200 -0.067 0.209 0.271 0.398
H -4.2430 3.5416 4.4606 -0.010 0.072 -0.094 0.371
N 2.2582 3.8391 3.5084 -0.054 -0.369 0.130 -0.605
C 1.8562 2.5863 3.2860 0.686 -0.376 -0.574 -0.423
C 2.0531 1.9229 2.0670 -0.187 0.565 0.206 0.093
C 2.6372 2.6443 1.0409 0.453 -0.354 -0.479 0.375
C 3.1101 3.9207 1.2688 -0.350 0.400 0.137 -0.497
C 2.8934 4.4677 2.5181 -0.523 0.314 0.240 -0.460
H 1.4387 2.0284 4.1101 -0.276 0.184 0.243 0.368
H 1.7358 0.8999 1.9061 -0.132 0.029 0.133 0.423
H 2.7841 2.2064 0.0614 -0.109 -0.069 0.031 0.050
H 3.5414 4.5416 0.4958 0.136 -0.220 -0.099 0.343
H 3.1550 5.5006 2.7222 0.198 -0.050 0.025 0.356
C -4.5484 -1.4010 -3.0791 0.490 -0.569 -0.231 -0.677
Cl -2.8795 -1.5368 -3.7230 -0.169 0.188 0.068 -0.111
Cl -4.5600 -1.0853 -1.3518 -0.101 0.239 0.001 0.010
H -5.0530 -0.6217 -3.6355 0.040 0.133 0.138 0.362
H -4.9645 -2.3888 -3.2355 -0.254 0.104 -0.010 0.411
C -0.8685 4.0341 0.6413 0.166 -0.126 0.241 0.641
Cl -0.1097 3.9243 -0.9449 -0.036 0.075 -0.150 -0.067
Cl -2.1078 5.3030 0.7396 0.148 -0.064 -0.002 -0.179
H -1.3387 3.0835 0.8711 -0.039 -0.011 -0.038 -0.477
H -0.0739 4.2387 1.3520 -0.136 0.137 0.090 0.092
C -0.3092 -0.3542 -1.3327 0.003 -0.135 -0.779 0.093
Cl -1.4052 0.3635 -0.1792 0.130 0.269 0.363 0.361
Cl 1.1840 0.5886 -1.6513 -0.306 -0.198 0.294 -0.037
H -0.0361 -1.3586 -1.0265 0.100 0.121 0.211 -0.608
H -0.8506 -0.3852 -2.2720 0.130 -0.101 -0.038 0.085
C 3.7556 2.9085 -3.1324 0.100 -0.499 -0.476 0.118
Cl 4.9236 3.0809 -1.8049 -0.243 -0.007 -0.274 -0.148
Cl 2.6528 4.2801 -3.2888 0.122 -0.170 0.113 -0.151
H 4.2879 2.7711 -4.0697 0.241 0.439 0.109 0.414
H 3.1932 1.9846 -3.0196 -0.180 0.212 0.489 -0.188
```
Positions in Å, forces in eV/Å.

Calculated values
charge = 0
2S+1 = 1
E = -151749.75881 eV
LUMO energy = 0.56 eV
orbital gap = 10.0480 eV
E_HOMO = -9.5 eV



Let's list ΔE to the lowest compared entry with this formula, charge and spin in order: 0.0, 551.1, 0.0 kJ/mol.